4
Properties=species:S:1:pos:R:3:lowdin_charge:R:1 method="wB97M-V/def2-TZVPD" homo_energy_ha=-0.6544 lumo_ha=-0.2873 e_tot_ev=-8702.9223 charge=+2 e_above_lowest_kcal_mol=0.00
Li -2.200 -0.731 -0.990 0.742
Li 0.201 2.015 1.938 0.750
Li 1.712 -1.726 -0.557 0.685
I 0.288 0.442 -0.391 -0.177